# 1
{
  "formula": "C15H31ClP2Sn",
  "method": "ωB97M-V/def2-TZVPD",
  "elements": ["P", "P", "C", "C", "H", "H", "H", "H", "C", "H", "H", "H", "C", "H", "H", "H", "C", "H", "H", "H", "C", "H", "H", "H", "Sn", "C", "C", "C", "C", "C", "C", "C", "C", "C", "H", "H", "H", "H", "H", "H", "H", "H", "H", "H", "H", "H", "H", "H", "H", "Cl"],
  "xyz": [[-0.259, -1.588, -1.591], [-0.071, 1.885, -1.434], [-0.454, -0.513, -3.071], [0.288, 0.824, -2.949], [-1.529, -0.357, -3.250], [-0.056, -1.082, -3.925], [1.381, 0.686, -2.995], [0.003, 1.470, -3.799], [-1.606, 2.685, -1.979], [-1.953, 3.398, -1.219], [-2.385, 1.935, -2.181], [-1.374, 3.228, -2.905], [1.209, 3.142, -1.638], [0.895, 3.797, -2.463], [2.153, 2.643, -1.903], [1.333, 3.727, -0.719], [-1.341, -2.985, -1.993], [-1.376, -3.659, -1.126], [-0.939, -3.515, -2.867], [-2.349, -2.603, -2.210], [1.427, -2.253, -1.909], [2.178, -1.447, -1.956], [1.406, -2.797, -2.865], [1.694, -2.947, -1.098], [-1.537, -0.034, 5.133], [0.740, 1.894, 1.075], [-0.580, 1.745, 0.549], [-1.436, 0.455, 0.581], [-1.206, -0.627, 1.647], [-0.356, -1.781, 1.171], [0.989, -1.667, 1.072], [1.561, -0.365, 0.644], [1.455, 0.788, 1.688], [0.087, -1.492, 5.468], [1.123, 2.904, 1.221], [-1.218, 2.639, 0.704], [-1.369, -0.029, -0.417], [-2.499, 0.768, 0.634], [-0.823, -0.191, 2.585], [-2.196, -1.023, 1.907], [-0.857, -2.753, 1.131], [1.677, -2.507, 1.136], [0.991, -0.033, -0.270], [2.616, -0.427, 0.327], [0.975, 0.463, 2.628], [2.477, 1.112, 1.945], [0.848, -1.040, 6.117], [0.526, -1.762, 4.497], [-0.407, -2.351, 5.946], [0.147, 1.640, 4.922]],
  "lumo_energy_ha": [-0.020, -0.020],
  "charge": 0,
  "e_above_lowest_ev": 3.681,
  "gap_ev": [4.534, 4.470]
}



# 2
{
  "formula": "C15H31ClP2Zr",
  "method": "ωB97M-V/def2-TZVPD",
  "elements": ["P", "P", "C", "C", "H", "H", "H", "H", "C", "H", "H", "H", "C", "H", "H", "H", "C", "H", "H", "H", "C", "H", "H", "H", "Zr", "C", "C", "C", "C", "C", "C", "C", "C", "C", "H", "H", "H", "H", "H", "H", "H", "H", "H", "H", "H", "H", "H", "H", "H", "Cl"],
  "xyz": [[-0.207, 1.953, -1.178], [-1.739, -1.559, 0.097], [-1.505, 0.741, -1.761], [-2.371, -0.048, -0.785], [-1.030, 0.093, -2.513], [-2.189, 1.381, -2.329], [-2.825, 0.590, -0.013], [-3.206, -0.457, -1.373], [-1.670, -2.755, -1.310], [-1.190, -3.698, -0.978], [-1.061, -2.343, -2.135], [-2.669, -3.015, -1.702], [-3.163, -2.161, 1.019], [-3.896, -2.619, 0.302], [-3.659, -1.321, 1.534], [-2.873, -2.939, 1.754], [0.264, 2.624, -2.795], [1.207, 3.198, -2.728], [-0.527, 3.283, -3.169], [0.410, 1.792, -3.521], [-1.169, 3.243, -0.382], [-1.945, 2.832, 0.291], [-1.679, 3.816, -1.177], [-0.532, 3.945, 0.180], [2.795, 0.975, 3.004], [-0.183, -2.015, 0.879], [0.774, -2.236, -0.253], [1.035, -1.037, -1.050], [2.030, 0.108, -0.743], [1.318, 1.494, -0.482], [1.093, 1.593, 1.103], [0.046, 0.586, 1.546], [0.366, -0.811, 1.993], [4.019, -0.704, 2.079], [-0.413, -2.869, 1.514], [1.499, -3.045, -0.180], [0.088, -0.515, -0.807], [1.129, -1.240, -2.141], [2.692, -0.144, 0.093], [2.700, 0.242, -1.598], [2.019, 2.285, -0.763], [0.725, 2.630, 1.322], [-0.606, 0.487, 0.662], [-0.661, 1.087, 2.240], [1.407, -1.009, 2.404], [-0.326, -1.002, 2.838], [4.764, -1.054, 2.837], [4.620, -0.224, 1.279], [3.620, -1.618, 1.611], [2.673, 1.459, 5.287]],
  "lumo_energy_ha": [-0.299, -0.299],
  "charge": 2,
  "e_above_lowest_ev": 2.868,
  "gap_ev": [3.508, 3.509]
}



# 3
{
  "formula": "C15H31F5N2O12P3",
  "method": "ωB97M-V/def2-TZVPD",
  "elements": ["F", "C", "F", "F", "C", "F", "F", "C", "C", "C", "N", "N", "C", "H", "H", "H", "H", "C", "O", "P", "O", "O", "C", "O", "C", "H", "H", "H", "H", "H", "H", "H", "H", "H", "C", "O", "P", "O", "O", "C", "O", "C", "H", "H", "H", "H", "H", "H", "H", "H", "H", "C", "O", "P", "O", "O", "C", "O", "C", "H", "H", "H", "H", "H", "H", "H", "H", "H"],
  "xyz": [[-3.095, -0.835, 0.145], [-1.862, -1.298, -0.077], [-1.103, -0.817, 0.953], [-1.855, -2.612, -0.113], [-1.341, -0.712, -1.448], [-2.369, -0.790, -2.309], [-0.266, -1.406, -1.844], [-0.985, 0.754, -1.204], [-1.946, 1.767, -1.011], [-1.453, 3.072, -0.762], [-0.213, 3.502, -0.716], [0.606, 2.492, -0.903], [0.336, 1.230, -1.108], [-3.024, 1.583, -1.044], [-2.206, 3.852, -0.579], [1.596, 2.755, -0.878], [1.164, 0.515, -1.209], [3.975, -5.485, 2.740], [3.005, -4.814, 1.919], [3.509, -3.359, 1.240], [3.420, -2.511, 2.473], [2.157, -3.279, 0.338], [0.896, -3.266, 0.996], [4.259, -2.208, 0.263], [4.720, -2.667, -1.022], [3.594, -6.476, 2.975], [4.921, -5.590, 2.207], [4.131, -4.930, 3.665], [0.963, -2.848, 2.002], [0.496, -4.281, 1.044], [0.224, -2.658, 0.412], [3.884, -3.024, -1.627], [5.454, -3.464, -0.899], [5.195, -1.830, -1.532], [0.258, 7.415, -3.037], [1.233, 7.393, -4.086], [1.329, 5.957, -4.974], [2.052, 5.188, -3.892], [2.344, 6.650, -6.028], [3.546, 7.249, -5.546], [1.179, 4.609, -5.981], [0.352, 4.771, -7.149], [0.183, 8.434, -2.663], [-0.718, 7.108, -3.415], [0.566, 6.756, -2.224], [3.887, 6.785, -4.621], [3.388, 8.316, -5.389], [4.312, 7.118, -6.309], [0.757, 5.545, -7.804], [-0.668, 5.028, -6.860], [0.336, 3.826, -7.688], [-4.979, -5.534, 4.276], [-4.039, -4.475, 4.035], [-3.988, -3.269, 5.212], [-5.260, -2.567, 4.843], [-2.682, -2.600, 4.508], [-2.787, -2.161, 3.164], [-3.695, -2.416, 6.630], [-2.618, -2.896, 7.457], [-4.799, -6.321, 3.546], [-4.844, -5.946, 5.276], [-5.998, -5.164, 4.162], [-3.812, -1.893, 2.903], [-2.428, -2.952, 2.500], [-2.154, -1.286, 3.034], [-1.669, -2.847, 6.920], [-2.812, -3.921, 7.775], [-2.558, -2.261, 8.339]],
  "lumo_energy_ha": -0.200,
  "charge": 1,
  "gap_ev": 5.934
}



# 4
{
  "formula": "C15H31F5OP2PbTe",
  "method": "ωB97M-V/def2-TZVPD",
  "elements": ["P", "P", "C", "C", "H", "H", "H", "H", "C", "H", "H", "H", "C", "H", "H", "H", "C", "H", "H", "H", "C", "H", "H", "H", "Pb", "C", "C", "C", "C", "C", "C", "C", "C", "C", "H", "H", "H", "H", "H", "H", "H", "H", "H", "H", "H", "H", "H", "H", "H", "F", "Te", "F", "F", "F", "F", "O"],
  "xyz": [[-1.703, -1.220, -1.806], [1.721, -0.493, -0.494], [-0.562, 0.190, -2.288], [0.762, 0.014, -2.664], [0.332, 2.110, -0.598], [-1.020, 1.185, -2.413], [1.108, -0.951, -3.089], [1.365, 0.867, -3.016], [3.288, -0.283, -1.412], [4.082, -0.175, -0.668], [3.277, 0.573, -2.085], [3.420, -1.210, -1.977], [2.546, -1.639, 0.691], [3.305, -1.042, 1.206], [3.040, -2.468, 0.153], [1.873, -2.085, 1.433], [-2.909, -0.143, -0.903], [-3.528, -0.749, -0.217], [-3.577, 0.343, -1.641], [-2.413, 0.655, -0.318], [-2.499, -1.395, -3.457], [-1.769, -1.392, -4.277], [-3.191, -0.550, -3.566], [-3.059, -2.331, -3.525], [0.143, -2.756, -1.233], [2.045, 1.531, 0.540], [1.334, 2.507, -0.365], [1.158, 3.912, 0.265], [0.145, 4.030, 1.410], [-1.062, 3.129, 1.339], [-1.105, 1.815, 1.565], [-0.012, 0.853, 1.893], [1.438, 1.341, 1.906], [-2.480, -2.960, -1.158], [3.145, 1.561, 0.514], [1.857, 2.598, -1.347], [0.810, 4.559, -0.543], [2.136, 4.293, 0.575], [0.657, 3.906, 2.376], [-0.272, 5.050, 1.402], [-2.025, 3.662, 1.226], [-2.109, 1.361, 1.624], [-0.136, -0.015, 1.234], [-0.260, 0.453, 2.888], [1.474, 2.262, 2.494], [1.996, 0.579, 2.470], [-1.814, -3.888, -1.132], [-3.236, -3.234, -1.900], [-2.966, -2.865, -0.160], [1.043, -3.888, 2.532], [-0.678, -3.056, 2.669], [0.120, -1.549, 3.553], [-0.783, -3.830, 4.400], [-1.529, -4.625, 1.980], [-2.375, -2.251, 2.923], [-0.547, -2.295, 0.988]],
  "lumo_energy_ha": [-0.349, -0.381],
  "charge": 2,
  "e_above_lowest_ev": 3.206,
  "gap_ev": [5.238, 4.375]
}



> Which formula does entry 2 have?

C15H31ClP2Zr